ORCA calculation (ωB97M-V/def2-TZVPD) on a cluster of 3 separate species, C4H15NO2S in total in a non-equilibrium geometry.

The geometry in ORCA input format:
```
! RIJCOSX wB97M-V def2-TZVPD def2/J DEFGRID3
* xyz 0 1
C 0.93 -0.14 1.59
C 0.36 1.24 1.35
C 0.84 1.84 0.01
S -0.50 2.42 -1.11
C 0.28 -1.25 0.76
N 1.11 -1.72 -0.34
H 0.85 -0.38 2.66
H 2.01 -0.14 1.41
H 0.80 1.91 2.08
H -0.71 1.28 1.49
H 1.37 1.08 -0.56
H 1.47 2.72 0.12
H -1.22 2.96 -0.12
H -0.68 -0.93 0.39
H -0.01 -2.08 1.41
H 0.82 -2.61 -0.70
H 2.08 -1.76 -0.08
H -1.46 -1.20 -2.81
H -0.05 -1.68 -2.20
O -0.55 -1.46 -2.99
H -1.87 -0.21 -1.11
H -3.08 0.46 -0.38
O -2.79 -0.34 -0.85
*
```

Its SMILES is NCCCCS.O.O. The HOMO energy is -9.2 eV. As for the LUMO energy: 0.7 eV. As for the total energy: -20811.2588 eV. The energy above the lowest of the compared OMol25 structures with the same formula, charge and spin comes out at 14.2 kcal/mol.

---

ORCA calculation (ωB97M-V/def2-TZVPD) on a cluster of 3 separate species, C4H15NO2S in total in a non-equilibrium geometry.

The geometry in ORCA input format:
```
! RIJCOSX wB97M-V def2-TZVPD def2/J DEFGRID3
* xyz 0 1
C 1.76 -0.75 0.07
C 1.29 -1.51 -1.22
S -0.17 -2.68 -1.03
C 0.67 0.11 0.70
N 0.53 1.47 0.12
C -0.22 1.38 -1.16
H 2.30 -1.30 0.78
H 2.63 -0.25 -0.21
H 2.10 -2.20 -1.51
H 0.97 -0.77 -2.02
H -0.40 -2.26 0.22
H -0.26 -0.40 0.63
H 0.76 0.33 1.75
H 1.42 1.87 -0.09
H -0.99 2.17 -1.07
H -0.46 0.40 -1.39
H 0.34 1.94 -1.95
H -2.00 1.56 2.90
H -1.36 0.87 1.93
O -2.02 0.71 2.65
H -2.09 -0.47 0.64
H -2.63 0.28 -0.47
O -2.21 -0.51 -0.27
*
```

Its SMILES is CNCCCS.O.O. The HOMO energy is -8.7 eV. As for the LUMO energy: 0.7 eV. As for the total energy: -20809.3061 eV. The energy above the lowest of the compared OMol25 structures with the same formula, charge and spin comes out at 59.2 kcal/mol.

---

ORCA calculation (ωB97M-V/def2-TZVPD) on a cluster of 3 separate species, C4H15NO2S in total in a non-equilibrium geometry.

The geometry in ORCA input format:
```
! RIJCOSX wB97M-V def2-TZVPD def2/J DEFGRID3
* xyz 1 2
C 1.32 -0.23 1.49
C 0.23 0.50 0.74
C 0.72 2.02 0.37
S 0.38 2.21 -1.59
C 1.68 -1.59 0.77
N 0.80 -2.46 -0.07
H 0.87 -0.24 2.50
H 2.18 0.29 1.66
H -0.76 0.72 1.25
H 0.15 0.00 -0.32
H 1.88 2.08 0.55
H 0.07 2.84 0.71
H -0.82 1.48 -1.63
H 2.19 -2.08 1.61
H 2.57 -1.53 0.17
H 0.82 -2.09 -1.04
H -0.06 -2.66 0.35
H -1.62 -0.82 -0.38
H -1.74 -1.38 -1.69
O -1.92 -0.55 -1.23
H -3.05 -2.20 0.82
H -3.05 -0.73 1.35
O -2.45 -1.46 1.20
*
```

The HOMO energy (alpha / beta) is -12.7 / -12.7 eV. As for the LUMO energy (alpha / beta): -3.9 / -8.4 eV. As for the total energy: -20800.6636 eV. The expectation value of S² is 0.75. The energy above the lowest of the compared OMol25 structures with the same formula, charge and spin comes out at 45.1 kcal/mol.

---

ORCA calculation (ωB97M-V/def2-TZVPD) on a cluster of 5 separate species, C4H15NO2S in total in a non-equilibrium geometry.

The geometry in ORCA input format:
```
! RIJCOSX wB97M-V def2-TZVPD def2/J DEFGRID3
* xyz 1 2
C -0.52 0.05 -1.58
N 0.40 0.42 -2.72
C 0.89 1.73 2.38
C 2.12 1.76 1.86
S -2.55 0.41 1.01
C -0.04 -1.35 -1.01
H -1.55 -0.04 -2.00
H -0.46 0.87 -0.79
H 1.32 0.58 -2.12
H 0.59 1.98 3.44
H 0.10 1.11 1.97
H 2.91 1.82 2.63
H 2.31 1.60 0.79
H -3.70 0.97 1.28
H -0.55 -1.60 0.06
H 1.05 -1.25 -0.73
H -0.24 -2.17 -1.69
H 3.33 0.23 -1.17
H 0.50 -0.39 -3.35
O 2.39 0.38 -0.91
H -2.64 -1.55 0.70
H -3.19 -3.01 1.18
O -2.47 -2.54 0.77
*
```

The HOMO energy (alpha / beta) is -12.7 / -12.6 eV. As for the LUMO energy (alpha / beta): -6.3 / -8.3 eV. As for the total energy: -20796.1567 eV. The expectation value of S² is 1.76. The energy above the lowest of the compared OMol25 structures with the same formula, charge and spin comes out at 149.1 kcal/mol.

---

ORCA calculation (ωB97M-V/def2-TZVPD) on the molecule C4H15NO2Si2.

The geometry in ORCA input format:
```
! RIJCOSX wB97M-V def2-TZVPD def2/J DEFGRID3
* xyz 0 1
C -1.42 0.95 1.66
C 0.04 0.56 1.92
Si 1.07 0.18 0.41
N 2.64 0.86 0.63
C 0.26 0.81 -1.16
O -0.90 0.05 -1.45
C -1.41 0.24 -2.75
O 1.29 -1.44 0.19
Si 0.40 -2.79 0.48
H -1.49 1.86 1.07
H -1.94 0.16 1.11
H -1.96 1.11 2.60
H 0.09 -0.31 2.59
H 0.57 1.36 2.46
H 2.70 1.81 0.96
H 3.33 0.74 -0.10
H 0.02 1.89 -1.06
H 0.98 0.75 -1.99
H -1.88 -0.69 -3.07
H -2.17 1.03 -2.77
H -0.62 0.50 -3.45
H -1.01 -2.58 0.10
H 0.44 -3.13 1.92
H 0.97 -3.90 -0.31
*
```

Its SMILES is CC[Si@](N)(COC)O[SiH3]. The HOMO energy is -9.5 eV. As for the LUMO energy: 0.7 eV. As for the total energy: -25734.3579 eV. The energy above the lowest of the compared OMol25 structures with the same formula, charge and spin comes out at 0.0 kcal/mol.

---

ORCA calculation (ωB97M-V/def2-TZVPD) on a cluster of 3 separate species, C4H15NO3 in total.

The geometry in ORCA input format:
```
! RIJCOSX wB97M-V def2-TZVPD def2/J DEFGRID3
* xyz 0 1
C -0.51 -0.73 1.10
C 0.09 0.35 0.18
C 0.77 1.45 0.95
C 2.14 1.05 1.50
O -0.14 1.84 1.99
N -0.90 0.92 -0.73
H -0.74 -1.59 0.48
H -1.47 -0.38 1.50
H 0.11 -0.94 1.97
H 0.79 -0.18 -0.45
H 0.86 2.33 0.28
H 2.32 -0.01 1.32
H 2.15 1.24 2.57
H 2.91 1.71 1.11
H 0.30 2.41 2.63
H -1.46 1.65 -0.30
H -1.50 0.22 -1.14
H -2.48 -2.65 -2.22
H -2.64 -1.63 -3.36
O -2.22 -1.77 -2.50
H 1.03 -1.17 -2.37
H -0.19 -2.06 -2.38
O 0.75 -2.08 -2.14
*
```

Its SMILES is C[C@H](O)[C@@H](C)N.O.O. The HOMO energy is -8.7 eV. As for the LUMO energy: 0.4 eV. As for the total energy: -12023.7240 eV. The energy above the lowest of the compared OMol25 structures with the same formula, charge and spin comes out at 11.4 kcal/mol.

---

ORCA calculation (ωB97M-V/def2-TZVPD) on a cluster of 3 separate species, C4H15NO3 in total in a non-equilibrium geometry.

The geometry in ORCA input format:
```
! RIJCOSX wB97M-V def2-TZVPD def2/J DEFGRID3
* xyz 0 1
C -0.04 -0.68 -0.84
N 0.46 -0.06 0.39
C -0.34 1.07 0.78
O -1.51 0.38 1.26
C 0.40 -2.16 -1.05
C -0.63 -3.06 -0.35
H 0.31 -0.02 -1.68
H -1.13 -0.63 -0.94
H 0.76 -0.70 1.14
H 0.09 1.69 1.75
H -0.64 1.82 0.03
H -1.69 0.70 2.14
H 0.42 -2.19 -2.17
H 1.43 -2.30 -0.69
H -1.46 -3.52 -0.97
H -1.13 -2.48 0.41
H -0.25 -3.94 0.22
H -1.02 4.83 -3.30
H -0.60 5.17 -4.73
O -0.43 5.40 -3.81
H 2.60 -0.36 3.64
H 2.39 0.96 4.46
O 2.03 0.07 4.29
*
```

Its SMILES is CCCNCO.O.O. The HOMO energy is -8.5 eV. As for the LUMO energy: 0.7 eV. As for the total energy: -12022.3111 eV. The energy above the lowest of the compared OMol25 structures with the same formula, charge and spin comes out at 44.0 kcal/mol.

---

ORCA calculation (ωB97M-V/def2-TZVPD) on a cluster of 4 separate species, C4H15NO3 in total in a non-equilibrium geometry.

The geometry in ORCA input format:
```
! RIJCOSX wB97M-V def2-TZVPD def2/J DEFGRID3
* xyz 0 1
C 2.07 1.57 0.94
C 1.42 0.47 0.59
N 1.21 0.02 -0.72
C 0.69 -1.38 -0.81
C 1.61 -2.36 -1.56
H 2.06 2.03 1.91
H 2.52 2.19 0.16
H 1.06 -0.18 1.38
H 2.00 0.15 -1.33
H 0.43 -1.64 0.21
H -0.26 -1.33 -1.34
H 2.28 -1.80 -2.21
H 2.21 -2.93 -0.85
H 0.95 -2.95 -2.19
H -0.70 3.16 -1.26
H -1.18 1.66 -1.37
O -1.46 2.57 -1.23
H -1.93 -1.35 1.28
H -1.88 -1.01 2.70
O -1.80 -1.78 2.12
H -3.00 0.60 -0.17
H -2.13 1.64 0.48
O -2.49 0.75 0.63
*
```

Its SMILES is C=CNCC.O.O.O. The HOMO energy is -8.3 eV. As for the LUMO energy: 0.6 eV. As for the total energy: -12022.9668 eV. The energy above the lowest of the compared OMol25 structures with the same formula, charge and spin comes out at 28.9 kcal/mol.

---

- Which of these has the highest energy above the lowest of the compared OMol25 structures with the same formula, charge and spin?
  number 4

---

- energy above the lowest of the compared OMol25 structures with the same formula, charge and spin of number 4 (C4H15NO2S)?
  149.1 kcal/mol